Record 1
Entry from the OMol25 dataset: C9H15N2 as an isolated structure at a distorted geometry (ωB97M-V with the def2-TZVPD basis set).

Output
E_tot in eV: -12542.0503
Net charge: +1
E_HOMO (spin up / spin down) in eV: -11.982 / -14.521
2S+1: 3
Kohn-Sham gap (spin up / spin down) in eV: 8.70 / 7.89
Relative energy (zero: lowest compared OMol25 entry of this formula, charge and spin) in kcal per mole: 79.36

Structure (XYZ):
```
26
Properties=species:S:1:pos:R:3:forces:R:3
C -1.08633 -1.25169 -0.44840 0.946 0.553 4.182
C -0.95395 -2.10501 -1.42245 -2.176 -2.615 -5.115
C -2.77994 0.58187 -0.29810 2.174 0.025 -0.845
C -1.67300 1.39029 0.39805 -0.098 2.515 1.258
C 1.59179 0.69016 -1.69848 -4.367 -2.820 -0.288
C -2.17283 -0.67721 0.39818 -1.703 -1.388 0.474
C -1.04100 0.11697 1.04875 0.886 1.194 2.906
C 2.85662 -0.39621 1.34705 -2.260 -1.929 1.397
C 2.12759 0.67844 0.64160 0.144 -0.726 -2.001
N 1.25286 0.27755 -0.50852 4.275 2.056 -2.708
N -0.12192 -0.75506 0.36878 -1.758 0.237 -1.865
H -0.04942 -2.51945 -1.79694 0.873 -0.156 0.312
H -1.83798 -2.39100 -2.10528 1.277 0.578 1.436
H -3.77993 0.72781 0.00588 -1.037 0.533 -0.012
H -2.56046 0.68394 -1.40264 -1.049 -0.679 1.087
H -1.04801 2.00874 -0.28064 -0.267 -0.389 0.539
H -2.04915 2.09956 1.28271 0.796 -1.643 -1.945
H 2.37600 1.29303 -2.08241 1.199 0.677 0.650
H 0.87677 0.36620 -2.60067 1.408 0.583 2.119
H -2.77602 -1.41733 0.99852 0.412 0.900 -0.915
H -0.65325 0.32152 2.09517 -1.268 -0.675 -0.852
H 3.32929 -0.05681 2.26282 -0.455 0.134 0.301
H 2.20705 -1.31460 1.50177 0.527 1.167 0.394
H 3.62624 -0.77128 0.79829 2.315 -0.910 -1.938
H 1.45417 1.12474 1.28877 -0.963 1.541 1.355
H 2.88479 1.29483 0.20820 0.169 1.241 0.072
```
Forces are in eV/Å.


Record 2
Entry from the OMol25 dataset: a 8-piece molecular cluster, C48H74FN4O18S overall at a distorted geometry (ωB97M-V with the def2-TZVPD basis set).

Output
E_tot in eV: -107341.9549
E_HOMO (spin up / spin down) in eV: -8.405 / -9.315
2S+1: 2
Kohn-Sham gap (spin up / spin down) in eV: 8.57 / 9.48

Structure (XYZ):
```
146
Properties=species:S:1:pos:R:3:forces:R:3
C 5.68556 1.20062 -0.65629 -0.226 0.782 0.203
C 5.87083 2.52503 -1.49488 2.790 -1.234 0.523
C 7.41150 2.51430 -1.90853 -0.501 -0.578 0.990
C 5.68272 3.79393 -0.59442 -0.851 -0.799 -0.917
C 4.16279 4.01835 -0.28156 -0.377 1.179 -0.147
C 4.02356 5.54278 0.17154 -0.558 -0.411 0.185
C 2.51933 5.97426 0.36172 0.227 0.538 -0.445
C 2.02003 7.03225 -0.69249 -0.683 0.201 1.094
C 0.44812 7.04427 -0.82642 0.457 0.856 -1.273
C -0.08068 6.11535 -1.98813 -0.257 -0.152 0.729
C -1.51665 5.51595 -1.65603 1.022 -0.367 -0.455
C -1.53236 3.93836 -1.68754 -1.030 0.118 -0.290
S -1.02707 3.31699 -0.02539 -0.009 -0.933 -0.035
C -0.94764 1.52307 -0.12118 1.215 -1.714 -0.582
N 0.12244 0.77080 0.04401 0.871 1.967 0.327
N -0.15691 -0.55249 -0.04819 -2.910 0.362 -0.422
C -1.46842 -0.57787 -0.30123 2.552 -0.241 0.393
O -1.98135 0.65465 -0.37519 -1.305 0.245 0.035
C 3.67170 3.19756 0.95220 1.075 0.302 -0.708
O 4.43015 3.03908 1.86915 -0.129 0.217 0.369
N 2.31137 2.66092 1.04246 0.381 0.816 1.077
C 2.00704 2.51707 2.44301 0.544 0.391 -1.250
O 2.11221 1.48101 2.97803 -0.395 -0.733 1.128
F 1.62123 3.63786 3.09383 0.359 -0.602 -0.997
C 3.24879 3.86947 -1.55827 0.004 -0.647 0.388
C 3.64946 2.74416 -2.57802 -2.171 -0.112 -1.935
C 2.85916 1.39565 -2.30811 0.826 -0.096 0.003
C 3.09803 3.23184 -3.98899 -0.958 -0.053 0.800
N 5.10626 2.54677 -2.76362 -0.086 1.942 1.342
O 5.63462 3.39474 -3.58773 -0.293 -0.611 -0.180
H 6.29260 1.35109 0.26855 -0.472 -0.281 -0.679
H 6.08162 0.30904 -1.18292 -0.386 0.582 0.204
H 4.63792 1.03109 -0.32534 0.629 -0.027 -0.310
H 7.78401 3.53680 -2.12314 -0.205 -0.741 0.047
H 7.58292 1.83112 -2.77437 -0.203 0.701 0.560
H 7.93857 2.02690 -1.03695 -0.426 1.197 -1.127
H 6.08850 4.66426 -1.16611 -0.506 -0.556 0.425
H 6.31444 3.64935 0.30626 -0.630 0.186 -0.411
H 4.52343 6.13275 -0.63281 -0.440 -0.278 0.602
H 4.56932 5.71894 1.13041 -0.205 -0.304 -0.809
H 2.44455 6.46058 1.36114 -0.237 -0.489 -0.618
H 1.82505 5.10420 0.33394 0.557 0.467 0.170
H 2.29864 8.03337 -0.27624 0.066 -0.687 -0.634
H 2.48302 6.91162 -1.69666 -0.245 0.040 0.654
H 0.19197 8.09383 -1.12779 -0.042 -0.772 0.431
H -0.07349 6.85979 0.13791 0.517 -0.118 -0.531
H 0.67502 5.30451 -2.14047 -0.718 0.375 0.090
H -0.14127 6.68147 -2.95001 0.185 -0.372 0.800
H -1.82546 5.89979 -0.65911 -0.044 -0.376 -0.634
H -2.25673 5.86589 -2.41324 0.474 -0.302 0.642
H -0.87514 3.52261 -2.48712 -0.465 0.378 0.645
H -2.58995 3.61800 -1.84393 0.877 0.028 -0.044
H -2.01557 -1.52165 -0.42427 -0.198 1.024 -0.065
H 2.36026 1.68232 0.72802 -0.437 0.448 -0.261
H 3.14163 4.83424 -2.10915 0.495 -0.647 0.514
H 2.21482 3.62135 -1.20040 0.785 0.182 -0.353
H 2.69137 1.20291 -1.23021 0.057 0.018 -0.711
H 1.87320 1.43164 -2.81671 0.569 0.078 0.493
H 3.41435 0.52784 -2.74646 -0.366 0.692 0.418
H 3.35611 4.29039 -4.19864 0.201 -0.892 -0.106
H 3.36184 2.53094 -4.80707 0.108 0.588 0.472
H 1.97907 3.20310 -3.89857 0.845 0.081 -0.096
O -5.17705 2.40996 -2.30041 -0.261 0.091 -0.003
C -5.79542 1.86684 -1.42461 0.314 0.268 -0.042
O -7.04374 2.22736 -1.05141 0.440 -0.086 -0.210
C -7.45274 1.45242 0.09402 -0.387 -0.283 0.202
C -6.58424 0.21062 0.05901 0.102 -0.284 0.111
C -5.29672 0.73318 -0.55685 -0.444 -0.369 0.143
H -7.28839 2.04956 0.99548 0.038 0.043 -0.067
H -8.51691 1.21386 0.01753 0.773 0.398 -0.164
H -6.44945 -0.24832 1.03897 -0.046 0.078 0.001
H -7.03045 -0.53528 -0.60245 -0.019 0.042 0.064
H -4.61792 1.13636 0.19697 0.095 0.006 -0.125
H -4.79689 -0.02579 -1.15513 0.266 0.270 -0.026
O 8.73124 0.21808 -1.13729 0.069 -0.958 0.174
C 8.87966 -0.81728 -1.71955 0.411 0.338 0.281
O 8.06656 -1.89445 -1.55849 0.003 0.227 -0.030
C 8.57974 -3.00316 -2.31312 -0.027 -0.313 -0.128
C 9.45599 -2.38456 -3.38493 0.227 -0.072 -0.304
C 9.99257 -1.14444 -2.68752 -0.243 -0.297 -0.446
H 9.14378 -3.65194 -1.63789 -0.010 0.045 0.007
H 7.75172 -3.57037 -2.73625 -0.092 0.103 0.196
H 10.23276 -3.05742 -3.74717 -0.066 -0.031 0.059
H 8.84290 -2.08824 -4.23938 0.015 -0.043 0.044
H 10.90284 -1.35481 -2.12296 -0.006 0.139 0.012
H 10.15589 -0.32632 -3.38559 0.135 0.134 0.275
O -1.93321 -1.83539 6.50422 -0.057 0.345 -0.209
C -0.90972 -1.59991 5.92547 -0.191 -0.454 0.176
O -0.80059 -0.67393 4.93807 -0.138 -0.149 0.236
C 0.52519 -0.71645 4.37963 0.238 0.262 -0.264
C 1.38750 -1.34671 5.45423 0.294 -0.148 0.142
C 0.41436 -2.29522 6.13567 0.320 0.424 0.069
H 0.49824 -1.31491 3.46439 -0.029 -0.023 0.042
H 0.85216 0.29163 4.13028 -0.349 -0.217 0.086
H 2.27746 -1.83814 5.05883 -0.050 0.046 -0.076
H 1.71357 -0.58175 6.16384 0.025 0.000 -0.084
H 0.38651 -3.26868 5.64455 -0.152 0.130 0.172
H 0.63414 -2.40583 7.19573 -0.244 -0.212 -0.022
O -8.56885 -2.67378 -3.22418 0.024 -0.007 0.472
C -7.44568 -2.94831 -2.91544 -0.260 0.225 -0.579
O -6.94398 -2.76514 -1.66306 -0.164 -0.059 -0.114
C -5.54440 -3.08979 -1.65499 0.266 -0.099 0.189
C -5.33750 -4.00542 -2.84197 0.225 -0.144 -0.254
C -6.37279 -3.49289 -3.83103 0.286 -0.339 0.374
H -4.97210 -2.16158 -1.74109 -0.045 0.002 -0.029
H -5.28824 -3.57629 -0.71414 -0.178 0.127 0.052
H -4.31864 -3.98998 -3.22382 -0.040 -0.046 0.075
H -5.57469 -5.03355 -2.56212 0.102 0.049 0.009
H -5.98304 -2.67797 -4.44426 -0.131 -0.016 -0.063
H -6.76296 -4.29075 -4.45857 -0.129 0.257 -0.146
O 0.95423 -4.69279 4.18007 0.101 -0.162 0.286
C 2.03855 -4.98266 4.60343 -0.151 0.199 -0.490
O 2.40952 -4.81328 5.89695 -0.170 -0.089 -0.201
C 3.79686 -5.15270 6.05105 0.324 -0.040 0.203
C 4.11499 -6.06566 4.88330 0.264 -0.217 -0.173
C 3.19246 -5.53400 3.79801 0.251 -0.381 0.303
H 4.38445 -4.23132 6.03123 -0.050 -0.004 -0.016
H 3.94717 -5.64518 7.01057 -0.205 0.144 0.036
H 5.16906 -6.06044 4.60763 -0.030 0.052 0.076
H 3.83725 -7.09331 5.12965 0.029 0.055 0.020
H 3.65209 -4.71994 3.23398 -0.117 -0.016 -0.071
H 2.85893 -6.32316 3.12780 -0.118 0.264 -0.159
O -10.27618 1.24662 0.38789 -0.805 0.058 0.590
C -10.92450 0.42797 0.97892 0.213 -0.067 -0.444
O -11.00743 0.37058 2.33113 0.043 0.148 -0.230
C -11.76784 -0.78480 2.71934 -0.171 -0.226 0.243
C -12.61102 -1.13161 1.50804 -0.262 -0.228 -0.138
C -11.71607 -0.69849 0.35779 -0.464 -0.046 0.288
H -11.07268 -1.58514 2.98541 0.012 0.042 -0.027
H -12.37725 -0.54449 3.58936 0.196 0.159 0.017
H -12.89976 -2.18156 1.47078 0.050 0.033 0.072
H -13.52437 -0.53182 1.50804 0.040 -0.038 0.036
H -11.02806 -1.49031 0.05438 0.026 0.099 -0.121
H -12.29312 -0.34669 -0.49422 0.317 -0.009 -0.144
O -2.80340 -6.07457 -3.35053 -0.341 0.046 0.421
C -2.41164 -6.17356 -2.22252 0.239 0.151 -0.504
O -3.15651 -5.85584 -1.12377 0.120 -0.107 -0.383
C -2.34397 -5.98494 0.05712 0.018 0.019 0.389
C -1.22166 -6.92699 -0.32884 0.320 -0.197 0.131
C -1.02850 -6.61441 -1.80271 -0.066 -0.321 0.465
H -1.97737 -4.99394 0.33713 -0.006 -0.025 -0.026
H -2.94771 -6.38065 0.87236 -0.160 0.131 -0.137
H -0.32246 -6.79244 0.27152 -0.091 0.060 0.034
H -1.55094 -7.96248 -0.21379 -0.001 0.060 0.029
H -0.33199 -5.78768 -1.95544 -0.020 -0.039 -0.133
H -0.71204 -7.49029 -2.36445 0.031 0.237 -0.243
```
Forces are in eV/Å.


Record 3
Entry from the OMol25 dataset: a 3-piece molecular cluster, C4H12NO2S overall at a distorted geometry (ωB97M-V with the def2-TZVPD basis set).

Output
E_tot in eV: -20759.7875
Net charge: -1
E_HOMO in eV: -3.018
2S+1: 1
Kohn-Sham gap in eV: 4.80
Relative energy (zero: lowest compared OMol25 entry of this formula, charge and spin) in kcal per mole: 98.59

Structure (XYZ):
```
20
Properties=species:S:1:pos:R:3:forces:R:3
C -0.05021 -1.41841 0.22842 0.617 0.392 1.744
C 0.84600 -0.17152 0.07394 -0.420 -0.218 -0.964
C 1.62180 0.37733 1.30367 -1.221 0.705 0.342
S 2.27323 -0.86825 2.43769 -3.304 -0.863 0.420
N 0.15206 0.94765 -0.57099 0.957 0.205 -0.359
C -1.23804 1.26354 -0.19884 -1.495 1.701 0.216
O -2.19790 0.41011 -0.59926 1.146 -0.310 0.808
H 0.57733 -2.18446 0.75286 -0.758 0.523 -0.101
H -0.97641 -1.09656 0.78689 0.761 -0.708 -0.480
H -0.34629 -1.91393 -0.68310 -0.193 0.493 -0.542
H 1.67613 -0.42002 -0.60535 -0.187 -0.383 -0.054
H 2.36126 1.00846 0.78032 0.376 -0.356 0.904
H 1.00404 1.05860 1.94859 0.345 -0.534 -0.842
H 0.28766 -1.42118 2.70084 3.742 0.851 -0.261
H 0.74173 1.76561 -0.36488 -0.570 -0.126 -0.427
H -1.20678 1.63019 0.87611 -0.353 -1.172 0.531
H -1.49662 2.29780 -0.59021 0.894 -0.289 -0.598
H -1.61413 -0.14546 -2.03208 -0.481 0.416 0.313
H -0.87354 -0.89228 -3.22133 -0.046 0.168 0.195
O -1.54133 -0.22722 -3.02329 0.190 -0.494 -0.844
```
Forces are in eV/Å.


- What is the formula in the third record?
  C4H12NO2S


- Which of these has the lowest 2S+1?
  C4H12NO2S